Entry 1:
C42H43ClP2V | ωB97M-V/def2-TZVPD

## Properties
Net charge: +2
Energy: -101014.488 eV
Gap between HOMO and LUMO (alpha / beta): 2.7 / 2.9 eV
⟨S²⟩: 0.7964
Energy above the lowest of the compared OMol25 structures with the same formula, charge and spin: 53.69 kcal per mole
Multiplicity: 2

Each line ends with the Löwdin spin population.
Geometry (Å):
V1 -1.43489 0.73567 -2.48916  0.013
C1 -2.61028 0.75096 -3.95023  0.001
C2 -2.13472 -0.65274 -3.60217  0.000
C3 -0.96285 -1.24324 -4.35933  0.000
C4 0.35693 -0.45168 -4.19069  0.000
C5 0.38970 0.47491 -2.99121  -0.001
C6 -0.11161 1.88530 -3.13359  0.001
C7 -0.65222 2.36415 -4.43730  0.001
C8 -1.87425 1.62849 -4.92682  0.001
C9 1.56215 -0.78227 2.21624  0.014
H1 -3.68649 0.89050 -3.92975  0.000
H2 -2.87155 -1.41043 -3.16070  0.000
H3 -1.21753 -1.41280 -5.44341  0.000
H4 -0.77902 -2.29083 -4.00575  0.000
H5 1.18369 -1.19799 -4.05748  0.000
H6 0.64636 0.09249 -5.13564  0.000
H7 1.13529 0.21255 -2.19169  0.000
H8 0.47709 2.62883 -2.57186  0.000
H9 0.13837 2.37759 -5.20555  0.000
H10 -0.89661 3.45334 -4.41257  0.000
H11 -2.59496 2.36557 -5.33619  0.000
H12 -1.67413 1.08768 -5.88757  0.000
H13 0.62644 -0.20435 2.10120  0.012
H14 2.13367 -0.19966 2.94214  0.001
H15 1.34632 -1.81692 2.59389  0.000
P1 -0.29252 -2.47399 1.11569  0.029
P2 2.50824 -0.88820 0.66667  0.002
C10 0.67955 -2.61010 -0.45511  0.004
C11 1.93713 -2.03840 -0.53223  0.004
C12 -1.89608 -2.83733 0.43091  0.013
C13 -2.20984 -3.54974 -0.76667  0.010
C14 -3.26722 -4.46706 -0.74595  0.001
C15 -4.09981 -4.62587 0.37065  0.015
C16 -3.96961 -3.69695 1.40650  0.001
C17 -2.98015 -2.74467 1.38296  0.010
C18 -2.45691 1.65175 -0.98636  0.001
C19 -2.13014 2.99458 -0.72938  0.000
C20 -3.18048 3.87233 -0.30372  0.000
C21 -4.45643 3.30190 -0.05438  0.001
C22 -4.74348 1.92806 -0.20668  0.001
C23 -3.71615 1.10295 -0.72063  0.000
C24 4.14655 -1.50477 1.15447  0.001
C25 4.21941 -2.83177 1.61184  0.000
C26 5.46838 -3.42007 1.82170  0.000
C27 6.64097 -2.69051 1.60520  0.000
C28 6.56179 -1.34893 1.22454  0.000
C29 5.31293 -0.74519 1.01428  0.000
C30 2.64514 0.85800 0.16936  0.001
C31 2.12053 1.93540 0.90893  0.001
C32 2.23527 3.24002 0.42993  0.001
C33 2.92317 3.49735 -0.75436  0.000
C34 3.46291 2.43562 -1.48778  0.000
C35 3.32784 1.12063 -1.02483  0.000
H16 0.33805 -3.12202 -1.38245  0.000
H17 2.63343 -2.29188 -1.35875  0.000
H18 -1.67614 -3.40211 -1.70319  0.000
H19 -3.47023 -5.12032 -1.59867  0.000
H20 -4.84153 -5.43083 0.43683  0.001
H21 -4.65265 -3.75264 2.26303  0.000
H22 -3.01037 -1.93191 2.11844  0.000
H23 -1.11568 3.35524 -0.83735  0.000
H24 -3.00166 4.95303 -0.13412  0.000
H25 -5.26511 3.96184 0.28917  0.000
H26 -5.74255 1.51650 0.11541  0.000
H27 -3.89518 0.03204 -0.88988  0.000
H28 3.30003 -3.39896 1.78212  0.000
H29 5.51989 -4.45661 2.15260  0.000
H30 7.61604 -3.16959 1.73532  0.000
H31 7.46820 -0.76949 1.08465  0.000
H32 5.24727 0.30534 0.74556  0.000
H33 1.60966 1.76906 1.85789  0.001
H34 1.77445 4.06890 0.98962  0.000
H35 3.04945 4.52603 -1.10616  0.000
H36 4.00321 2.61761 -2.41833  0.000
H37 3.76803 0.29530 -1.58715  0.000
Cl1 0.16824 3.51023 3.63466  0.026
C36 -0.27740 2.11759 4.52875  0.115
C37 0.11295 1.99836 5.85216  -0.023
C38 -0.25744 0.86538 6.59361  0.145
C39 -0.96971 -0.15911 5.98456  -0.012
C40 -1.34497 -0.08177 4.65820  0.120
C41 -1.06366 1.09470 3.86896  0.035
C42 -1.50892 1.20773 2.56013  0.395
H38 0.71545 2.79148 6.29937  -0.003
H39 0.04832 0.78503 7.64394  0.008
H40 -1.24002 -1.05764 6.56030  -0.003
H41 -1.89560 -0.90023 4.17184  0.004
H42 -2.19139 0.46412 2.15108  0.027
H43 -1.23832 2.05945 1.95755  0.025

=====

Entry 2:
C2H10N2O2 | ωB97M-V/def2-TZVPD

## Properties
Net charge: 0
Energy: -9309.871 eV
SMILES string: [H]/N=C/NC.O.O
Gap between HOMO and LUMO: 10.0 eV
Energy above the lowest of the compared OMol25 structures with the same formula, charge and spin: 39.17 kcal per mole
Multiplicity: 1

Each line ends with the natural charge from an NBO analysis.
Geometry (Å):
H1 -0.47583 -0.08251 -0.75935  0.350
N1 -0.10981 -0.50506 0.07866  -0.730
C1 1.15371 -0.45594 0.06275  0.304
N2 2.08863 -1.31836 0.59430  -0.599
C2 1.70693 -2.14856 1.71791  -0.432
H2 1.62821 0.30767 -0.52373  0.102
H3 3.02301 -0.88899 0.74840  0.382
H4 1.76798 -1.71806 2.69036  0.192
H5 0.70862 -2.76747 1.51236  0.235
H6 2.60050 -2.83101 1.70154  0.196
O1 -6.05367 1.81890 0.19351  -0.926
H7 -5.94831 2.80079 -0.12851  0.463
H8 -6.73014 1.54851 -0.43063  0.463
O2 1.74344 1.99757 -2.85177  -0.915
H9 1.35490 2.79821 -2.49081  0.462
H10 1.54183 1.44430 -2.11500  0.453

=====

Entry 3:
C2HClFN3 | ωB97M-V/def2-TZVPD

## Properties
Net charge: 0
Energy: -21794.180 eV
Gap between HOMO and LUMO (alpha / beta): 9.2 / 6.8 eV
Energy above the lowest of the compared OMol25 structures with the same formula, charge and spin: 105.20 kcal per mole
Multiplicity: 1

Each line ends with the natural charge from an NBO analysis.
Geometry (Å):
C1 -1.05773 0.34309 -0.27893  0.341
C2 0.73189 -0.83813 -0.58276  0.206
N1 -0.25375 0.84685 0.61332  -0.240
N2 -0.48033 -0.70667 -1.02506  -0.446
N3 0.86468 0.17937 0.51211  0.036
F1 1.69372 1.18114 1.88629  -0.259
Cl1 -2.72162 0.70621 -0.42073  0.142
H1 1.22314 -1.71185 -0.70424  0.219

=====

Entry 4:
C39H43Cl3GeN3O6RuS | ωB97M-V/def2-TZVPD

## Properties
Net charge: 0
Energy: -165394.018 eV
Gap between HOMO and LUMO (alpha / beta): 8.1 / 7.0 eV
⟨S²⟩: 8.7626
Energy above the lowest of the compared OMol25 structures with the same formula, charge and spin: 35.05 kcal per mole
Multiplicity: 6

Each line ends with the Löwdin spin population.
Geometry (Å):
Ru1 0.08340 -0.74780 0.21308  3.675
O1 -1.97555 0.96171 0.40334  0.047
C1 -1.89141 1.77028 1.57169  0.003
C2 -1.53961 0.94491 2.79903  0.006
N1 -0.34123 0.13998 2.56580  0.082
C3 -0.50736 -1.19494 3.12985  0.005
C4 -1.69889 -1.87773 2.40905  0.009
O2 -2.42573 -2.62013 3.04257  0.014
O3 -1.83722 -1.53338 1.16920  0.122
C5 0.88406 0.81474 2.97376  0.003
C6 2.14294 0.34442 2.20096  0.011
O4 3.18794 0.92247 2.44987  0.019
O5 1.97047 -0.61068 1.35999  0.111
H1 -2.46753 0.15578 0.63684  0.000
H2 -1.12698 2.52718 1.38825  0.000
H3 -2.84446 2.27942 1.75011  0.002
H4 -1.40935 1.60197 3.66686  0.003
H5 -2.37880 0.28171 3.01171  0.000
H6 0.39790 -1.77797 2.96104  0.001
H7 -0.71468 -1.17647 4.20595  0.002
H8 0.79574 1.88455 2.78282  0.000
H9 1.09209 0.67358 4.04150  0.001
Cl1 7.58492 6.72915 -1.27061  0.000
C7 5.88569 6.47402 -1.09509  0.000
C8 5.40012 5.80000 0.01154  0.000
C9 4.03402 5.62032 0.13986  0.000
C10 3.13657 6.09116 -0.81241  0.000
C11 1.65138 5.89784 -0.57218  0.000
C12 1.00567 4.88269 -1.53844  0.001
N2 1.27792 3.51607 -1.14476  0.003
C13 2.49281 2.87180 -1.18272  0.002
C14 2.27164 1.62242 -0.68794  0.006
N3 0.94539 1.49034 -0.36062  0.082
C15 0.37941 2.63969 -0.65132  0.006
O6 0.95286 7.12715 -0.66298  0.000
C16 0.30318 7.52597 0.53364  0.000
C17 1.20738 7.60167 1.73441  0.000
C18 2.34137 8.35788 1.81002  0.000
Cl2 2.94442 9.42721 0.61970  0.000
S1 3.15191 8.18747 3.32204  0.000
C19 1.94956 7.09936 3.87990  0.000
C20 0.98906 6.88444 2.94618  0.000
C21 3.65973 6.74835 -1.93090  0.000
Cl3 2.64908 7.32952 -3.20962  0.000
C22 5.02484 6.94497 -2.07114  0.000
H10 6.07900 5.42847 0.76628  0.000
H11 3.65115 5.10512 1.01368  0.000
H12 1.53976 5.49505 0.43989  0.000
H13 1.35170 5.04982 -2.55685  0.000
H14 -0.07313 5.03594 -1.51654  0.000
H15 3.38318 3.34950 -1.55130  0.000
H16 2.98273 0.83360 -0.50754  0.000
H17 -0.66895 2.86604 -0.55119  0.000
H18 -0.52338 6.84052 0.76088  0.000
H19 -0.12168 8.50619 0.31339  0.000
H20 2.02012 6.67954 4.87028  0.000
H21 0.13983 6.23348 3.10421  0.000
H22 5.40958 7.46650 -2.93608  0.000
C23 0.63954 -0.51973 -4.05454  0.002
C24 -0.69315 -0.29647 -3.33456  0.051
C25 -0.93791 1.21270 -3.18861  0.016
C26 -1.84150 -0.88335 -4.18117  0.026
C27 -0.72313 -0.97052 -1.98034  0.442
H23 0.68632 0.07539 -4.96802  0.000
H24 0.75936 -1.57068 -4.32915  0.000
H25 1.47480 -0.23568 -3.41097  0.001
H26 -1.18092 1.64455 -4.16152  0.001
H27 -0.04212 1.70441 -2.80898  0.000
H28 -1.76176 1.41150 -2.49933  0.001
H29 -1.82345 -0.45458 -5.18469  0.004
H30 -2.80516 -0.65463 -3.72149  0.001
H31 -1.74892 -1.96728 -4.26126  0.001
H32 -1.71313 -0.87408 -1.51400  0.028
Ge1 -0.01247 -2.81586 -1.87193  0.098
C28 -0.23111 -3.76453 -0.16224  0.016
C29 0.82666 -3.79844 0.74891  0.011
C30 0.76055 -4.61388 1.87253  0.003
C31 -0.35163 -5.40893 2.08822  0.003
C32 -1.41196 -5.37326 1.19202  0.007
C33 -1.35326 -4.55498 0.07789  0.002
C34 1.91353 -3.00600 -2.19059  0.001
C35 2.42956 -4.13799 -2.81391  0.001
C36 3.79897 -4.35406 -2.85895  0.000
C37 4.66772 -3.43368 -2.28854  0.001
C38 4.16882 -2.29422 -1.67433  0.002
C39 2.79896 -2.08927 -1.62482  0.014
H33 -0.71034 -3.73115 -2.90175  0.043
H34 1.72816 -3.22000 0.56715  0.002
H35 1.58920 -4.63686 2.56998  0.000
H36 -0.39964 -6.05151 2.95724  0.000
H37 -2.28943 -5.98220 1.36556  0.000
H38 -2.18782 -4.51973 -0.61287  0.000
H39 1.75003 -4.85780 -3.25757  0.001
H40 4.18608 -5.25368 -3.32042  0.000
H41 5.73677 -3.60056 -2.32054  0.000
H42 4.84150 -1.57697 -1.22098  0.000
H43 2.40475 -1.20505 -1.13108  0.010

=====

Question: Look up the energy of the third one.
Answer: -21794.180 eV

=====

Question: Which value of energy above the lowest of the compared OMol25 structures with the same formula, charge and spin does entry 2 give?
Answer: 39.17 kcal per mole